{"formula": "C48H58BrFKN4O6PS", "method": "the ωB97M-V functional and the def2-TZVPD basis", "gap_ev": 6.13, "e_lumo_ha": 0.14552, "relative_energy_kj_mol": 148.6, "charge": -2, "elements": ["Br", "K", "S", "P", "F", "O", "O", "O", "O", "O", "O", "N", "N", "N", "N", "C", "C", "C", "C", "C", "C", "C", "C", "C", "C", "C", "C", "C", "C", "C", "C", "C", "C", "C", "C", "C", "C", "C", "C", "C", "C", "C", "C", "C", "C", "C", "C", "C", "C", "C", "C", "C", "C", "C", "C", "C", "C", "C", "C", "C", "C", "C", "C", "H", "H", "H", "H", "H", "H", "H", "H", "H", "H", "H", "H", "H", "H", "H", "H", "H", "H", "H", "H", "H", "H", "H", "H", "H", "H", "H", "H", "H", "H", "H", "H", "H", "H", "H", "H", "H", "H", "H", "H", "H", "H", "H", "H", "H", "H", "H", "H", "H", "H", "H", "H", "H", "H", "H", "H", "H", "H"], "positions_angstrom": [[-0.350, -1.843, -2.000], [1.362, 0.772, -1.446], [-1.239, 1.959, -3.878], [2.586, 1.883, 1.699], [-0.642, 3.920, -0.278], [3.948, 0.616, -2.681], [-5.513, 0.502, -3.827], [3.982, -1.593, -0.821], [1.951, 0.998, -3.606], [1.389, -1.697, 0.438], [2.491, 1.629, 0.248], [-2.118, 2.262, 0.808], [-2.298, 1.111, 0.156], [-3.833, 1.772, -3.077], [-2.518, 3.357, -2.069], [-1.532, -6.594, 0.135], [-1.090, 0.979, 4.258], [2.573, 5.908, 1.497], [-2.561, 2.386, -2.980], [-1.061, -7.310, -1.142], [0.058, -4.982, 1.356], [-4.040, 2.346, -6.188], [-3.025, 2.427, 1.784], [-3.563, -0.011, -6.138], [-3.042, -6.326, 0.028], [5.674, -0.654, 2.382], [-3.839, 1.311, 1.786], [1.644, -3.729, 2.786], [0.739, -2.798, 0.471], [3.828, 0.872, 2.547], [3.198, 1.056, -3.585], [-3.967, 1.147, -5.489], [-3.930, 5.932, -2.757], [-3.158, 0.046, -7.459], [4.176, 4.014, 2.750], [-4.470, 1.081, -4.080], [-0.159, -3.135, -0.595], [-3.652, 3.869, -1.327], [-0.762, 0.178, 3.174], [3.961, 0.882, 3.935], [-1.302, -7.541, 1.315], [2.683, -4.863, 2.768], [4.961, 0.140, 4.539], [-3.194, 1.250, -8.149], [3.066, 3.610, 2.019], [-3.328, 0.515, 0.744], [-0.774, -5.278, 0.286], [-4.613, 4.682, -2.205], [0.731, -3.892, 4.015], [2.413, -2.425, 2.975], [0.311, 0.512, 2.364], [3.872, 1.712, -4.811], [2.264, 4.563, 1.385], [-0.872, -4.302, -0.703], [4.680, 0.098, 1.771], [4.482, 5.364, 2.858], [0.794, -3.808, 1.502], [5.823, -0.624, 3.760], [1.074, 1.638, 2.660], [-3.649, 2.397, -7.514], [0.740, 2.448, 3.743], [-0.347, 2.118, 4.537], [3.681, 6.310, 2.233], [-3.407, -5.845, 0.938], [1.736, -1.579, 3.062], [-0.243, -7.788, 1.417], [0.152, -5.722, 2.142], [-1.399, 2.962, 0.427], [0.014, -7.496, -1.090], [3.943, -0.869, -1.477], [-4.960, 4.062, -3.034], [3.079, -1.649, -0.447], [3.925, 7.362, 2.314], [-3.028, 3.300, 2.417], [-1.935, 0.718, 4.884], [0.214, -4.853, 4.019], [-1.648, -7.095, 2.250], [-3.264, -5.668, -0.812], [3.372, 2.654, -5.038], [-4.197, 3.067, -0.812], [-1.588, 3.652, -1.708], [-2.860, 1.297, -9.178], [5.351, 5.678, 3.424], [3.074, -2.239, 2.136], [0.592, -0.128, 1.531], [4.807, 3.275, 3.228], [6.607, -1.202, 4.235], [3.326, -4.756, 1.892], [4.541, 0.048, 0.699], [1.329, 3.331, 3.964], [-2.799, -0.848, -7.953], [2.212, -5.848, 2.726], [-1.250, -6.697, -2.024], [-4.668, 1.097, 2.440], [-3.038, 5.649, -3.316], [-3.663, -0.452, 0.399], [5.073, 0.146, 5.617], [3.268, 1.461, 4.536], [-3.681, 3.337, -8.051], [-4.594, 6.492, -3.419], [-3.522, -0.941, -5.586], [-1.854, -8.471, 1.158], [-3.621, 6.589, -1.941], [-1.348, -0.704, 2.950], [4.933, 1.875, -4.629], [-3.233, 4.521, -0.563], [1.406, 4.237, 0.796], [-4.376, 3.243, -5.680], [6.322, -1.275, 1.776], [3.741, 1.044, -5.664], [-0.616, 2.746, 5.378], [-0.020, -3.100, 4.029], [-1.503, -4.441, -1.573], [-1.579, -8.267, -1.267], [3.009, -2.481, 3.892], [1.323, -3.821, 4.934], [-4.332, 1.707, -2.199], [3.306, -4.822, 3.667], [-5.487, 4.960, -1.609], [-3.588, -7.265, -0.115], [1.952, 6.645, 1.002]], "mulliken_charge": [-0.171, 1.126, -0.251, 1.697, -1.034, -0.788, -0.661, -0.748, -0.734, 0.022, -0.660, 0.829, -0.300, 0.267, 0.760, 1.958, -0.875, -0.657, -0.505, -1.706, -0.733, 0.065, -0.526, -0.358, -1.730, -0.391, -0.708, 2.766, 0.201, 0.432, 0.699, 0.445, -1.327, -0.548, -0.251, -0.166, 0.082, -0.893, -0.182, -0.441, -2.060, -1.944, -0.735, -0.439, 0.060, -0.620, 0.034, -0.286, -1.863, -2.144, -0.211, -1.180, -0.834, -0.401, -0.657, -0.666, -0.117, -0.540, 0.881, -0.588, -0.625, -0.830, -0.418, 0.369, 0.057, 0.355, 0.043, 0.089, 0.360, 0.417, 0.084, 0.270, 0.348, 0.419, 0.369, 0.369, 0.371, 0.319, 0.296, 0.120, 0.283, 0.358, 0.384, 0.258, -0.441, 0.387, 0.352, 0.370, 0.342, 0.428, 0.360, 0.337, 0.327, 0.426, 0.287, 0.507, 0.392, 0.430, 0.371, 0.413, 0.443, 0.444, 0.353, 0.783, 0.279, 0.450, 0.514, 0.329, 0.416, 0.278, 0.373, 0.242, 0.339, 0.447, 0.737, 0.469, 0.219, 0.471, 0.460, 0.446, 0.459]}



{"formula": "C48H58ClF5N8OP", "method": "the ωB97M-V functional and the def2-TZVPD basis", "gap_ev": 5.39, "e_lumo_ha": -0.15048, "charge": 1, "elements": ["Cl", "P", "F", "F", "F", "F", "F", "O", "N", "N", "N", "N", "N", "N", "N", "N", "C", "C", "C", "C", "C", "C", "C", "C", "C", "C", "C", "C", "C", "C", "C", "C", "C", "C", "C", "C", "C", "C", "C", "C", "C", "C", "C", "C", "C", "C", "C", "C", "C", "C", "C", "C", "C", "C", "C", "C", "C", "C", "C", "C", "C", "C", "C", "C", "H", "H", "H", "H", "H", "H", "H", "H", "H", "H", "H", "H", "H", "H", "H", "H", "H", "H", "H", "H", "H", "H", "H", "H", "H", "H", "H", "H", "H", "H", "H", "H", "H", "H", "H", "H", "H", "H", "H", "H", "H", "H", "H", "H", "H", "H", "H", "H", "H", "H", "H", "H", "H", "H", "H", "H", "H", "H"], "positions_angstrom": [[-3.745, 6.216, 0.749], [-2.668, -0.014, -0.981], [3.723, 2.784, 5.437], [3.125, 0.762, -1.831], [1.707, 1.824, 4.727], [2.229, 2.736, -1.089], [3.367, 0.456, 5.473], [2.437, -1.877, -0.819], [-2.850, -2.307, 1.394], [-5.141, -4.768, 0.060], [-2.732, -1.731, 5.910], [0.183, 1.891, 0.093], [7.858, -0.833, -1.670], [10.229, 0.426, -5.942], [-10.215, 4.995, -0.128], [1.081, -0.278, -4.145], [1.809, -1.629, 0.460], [-0.008, -3.145, -3.464], [5.297, 1.370, 3.096], [1.234, -1.396, -5.021], [-7.048, -5.682, -0.612], [-8.122, 5.217, 0.572], [0.372, -0.572, -2.943], [3.130, 1.683, 4.768], [-1.479, -1.688, 6.461], [2.804, 1.462, 2.051], [9.961, -0.623, -0.995], [0.661, -0.504, 0.440], [-1.828, 3.422, 0.149], [8.254, -2.068, -1.227], [-9.819, 3.763, 0.321], [-3.722, -2.297, 2.449], [-6.325, -5.301, 0.493], [-4.169, 4.535, 0.160], [9.558, -1.968, -0.805], [-1.603, -1.270, 7.764], [-2.995, 3.990, -0.798], [-3.477, -1.084, -2.315], [-9.189, 5.888, 0.027], [3.766, 1.499, 3.294], [3.299, 1.336, 0.591], [-2.981, -1.048, 8.007], [-2.107, -3.459, 1.430], [-0.228, -1.924, -2.490], [0.132, 0.686, -1.947], [-6.268, -5.372, -1.754], [9.968, 0.722, -4.631], [4.860, 1.197, 0.399], [-3.653, -1.338, 6.844], [10.431, 1.587, -6.640], [0.925, 0.728, -0.557], [-3.541, -3.458, 3.163], [-1.011, 2.190, -0.452], [-8.521, 3.870, 0.758], [-2.517, -4.195, 2.517], [5.823, 1.197, 1.642], [2.402, 1.336, -0.721], [-4.085, 0.877, -0.097], [0.761, -2.855, -4.798], [10.306, 2.636, -5.762], [-5.096, -4.811, -1.308], [-1.373, 1.185, -1.685], [10.013, 2.088, -4.489], [8.892, 0.055, -1.528], [-9.305, 6.920, -0.266], [8.777, 1.088, -1.818], [-2.766, -1.577, 0.695], [-0.336, -1.054, 0.242], [-4.396, -1.467, 2.601], [-4.084, -3.745, 4.051], [3.402, -1.688, -0.690], [-4.415, -4.400, 0.657], [-3.356, 3.171, -1.524], [-4.624, -1.171, -2.178], [-10.492, 2.920, 0.289], [-2.942, -2.008, 4.963], [-1.750, 1.772, -2.608], [1.694, 1.536, 2.287], [-7.160, 5.648, 0.812], [0.570, 1.574, -2.548], [10.648, 1.566, -7.698], [10.928, -0.197, -0.768], [0.562, -0.093, 1.514], [6.962, 1.068, 1.519], [-6.535, -5.541, -2.787], [0.483, 2.512, 0.857], [-0.609, -1.958, 5.881], [10.154, -2.774, -0.404], [-5.208, 4.461, -0.341], [-3.736, 1.511, 0.807], [-7.925, 3.067, 1.169], [10.413, 3.682, -6.010], [-4.747, 1.527, -0.763], [-1.354, -3.655, 0.681], [10.266, -0.502, -6.333], [-3.084, -2.160, -2.149], [-4.236, -4.440, -1.845], [5.950, 1.403, 4.033], [9.851, 2.632, -3.570], [-0.815, -2.126, -1.537], [-3.432, -0.714, 8.929], [2.613, -1.259, 1.209], [-11.121, 5.211, -0.511], [5.267, 1.083, -0.672], [-3.191, -0.787, -3.386], [0.991, -3.637, -5.592], [-8.028, -6.135, -0.600], [-2.123, -5.155, 2.814], [-6.552, -5.362, 1.546], [-1.059, 4.276, 0.306], [-4.765, 0.048, 0.340], [-0.386, -4.202, -3.223], [-0.792, -1.138, 8.465], [6.949, -0.612, -2.042], [-4.207, 3.840, 1.068], [7.577, -2.908, -1.252], [1.772, -1.188, -6.021], [-4.704, -1.299, 6.601], [9.775, -0.062, -3.915], [-2.182, 3.103, 1.199], [-2.624, 4.867, -1.435], [1.360, -2.590, 0.895]], "mulliken_charge": [-0.189, 0.510, -0.215, -0.331, -0.265, -0.358, -0.226, -0.526, 0.739, 0.099, 0.065, 0.051, 0.138, 0.002, 0.025, -0.518, -0.784, -0.772, -0.747, -0.278, -0.641, -0.176, 0.165, 0.729, -0.391, 0.230, -0.231, 0.323, -0.841, -0.535, -0.543, -0.377, -0.370, -0.371, -0.469, -0.621, -0.796, -0.714, -0.700, -0.370, 0.103, -0.581, -0.740, 0.470, -1.224, -0.669, -0.284, -0.657, -0.365, -0.465, 0.380, -1.090, -0.841, -0.431, -0.653, -0.519, 1.228, -0.844, -0.495, -0.713, -0.335, 0.901, -0.146, -0.904, 0.377, 0.505, -0.743, -0.562, 0.428, 0.692, 0.340, 0.470, 0.233, 0.402, 0.372, 0.347, 0.887, 0.303, 0.480, 0.583, 0.376, 0.448, 0.478, 0.375, 0.404, 0.427, 0.412, 0.407, 0.355, 0.137, 0.408, 0.381, 0.410, 0.388, 0.194, -0.083, 0.372, 0.370, 0.384, 0.134, 0.387, 0.348, 0.199, 0.380, 0.369, 0.352, 0.388, 0.493, 0.374, 0.575, 0.504, 0.360, 0.390, 0.213, 0.226, 0.409, 0.347, 0.354, 0.308, 0.452, 0.491, 0.340]}



Question: Number 1 is which compound?
Answer: C48H58BrFKN4O6PS